This record from the Open Molecules 2025 dataset describes a cluster of 2 separate species, C8H6N2OS in total at a distorted geometry. The level of theory is the ωB97M-V functional and the def2-TZVPD basis.

Output
E_HOMO (spin up / spin down): -5.70 / -9.03 eV
largest force on an atom: 0.0853 hartree/bohr
total charge: 0
multiplicity: 3
<S²>: 2.02
M: 178.22 g mol⁻¹

Each line ends with the Löwdin spin population.
Atoms and positions in Å:
S: 2.0443 -1.1124 -1.3730  0.270
O: 2.5701 -2.9716 0.5442  0.127
N: 0.8222 -1.5127 0.9172  0.183
N: 4.1877 0.7221 1.7319  0.107
C: -0.9505 0.1757 0.8296  0.031
C: 1.9844 -1.8512 0.2819  0.555
C: 3.4884 -0.0743 1.3031  0.576
C: -1.5948 1.1704 0.0621  0.018
C: -1.1243 1.4709 -1.1851  0.041
C: 0.0232 0.8660 -1.6392  0.003
C: 0.1255 -0.5161 0.2943  0.026
C: 0.6437 -0.1445 -0.9525  0.046
H: -1.5396 2.2681 -1.9233  0.002
H: -1.3305 -0.0178 1.8289  0.000
H: 2.9971 -3.3014 -0.2090  0.009
H: -2.4088 1.8335 0.3399  0.000
H: 0.8075 -1.9377 1.8482  0.007
H: 0.3721 1.2365 -2.4873  -0.001

This record from the Open Molecules 2025 dataset describes a structure of composition C45H51BMnN12S3 at a distorted geometry. The level of theory is the ωB97M-V functional and the def2-TZVPD basis.

Output
E_HOMO (spin up / spin down): -12.43 / -13.38 eV
largest force on an atom: 0.0235 hartree/bohr
total charge: +2
multiplicity: 2
<S²>: 1.17
M: 921.94 g mol⁻¹

Each line ends with the Löwdin spin population.
Atoms and positions in Å:
Mn: 0.1374 -0.1359 -0.0223  -0.392
S: 1.2402 1.8775 0.1939  0.021
S: -3.0404 -1.4160 1.4061  0.407
S: -1.0709 -2.2798 0.0206  0.374
N: -1.5047 1.1342 -0.2348  0.005
N: 1.1662 0.0332 2.1193  0.022
N: 3.6932 -2.7778 -1.9046  -0.001
N: -0.9763 0.9446 3.7681  0.017
N: 2.1000 -0.6515 2.8651  0.019
N: -1.3374 0.1424 2.7500  0.028
N: -0.3012 -0.2882 -1.9272  0.003
N: -3.0625 -2.9619 -7.7773  0.000
N: -3.5011 2.9508 -0.9736  0.004
N: 1.6833 -1.2910 -0.6610  0.011
N: -0.2463 -2.0691 2.4671  0.032
N: -0.1678 -2.3783 3.7496  0.023
C: -3.3611 -1.7121 -7.4570  0.000
C: -1.6940 -3.2416 6.0464  0.001
C: -1.9885 -0.2606 -3.6013  0.002
C: 2.7365 -1.7609 0.0115  -0.001
C: 2.6581 -2.3193 -2.5819  0.001
C: -3.6384 0.6436 3.0814  0.016
C: 1.4593 1.3579 1.7889  0.034
C: 2.2267 2.1161 2.7170  -0.003
C: 1.6346 -1.5872 -1.9831  0.004
C: -1.0340 1.0056 6.7082  0.000
C: 0.4329 -1.1197 -2.6761  0.004
C: -1.8725 2.1522 0.5517  0.006
C: -2.5569 2.9855 6.4506  0.000
C: -5.0662 0.5255 2.6542  0.011
C: -0.4666 -5.4184 5.8892  0.000
C: 3.7264 -2.5077 -0.6057  0.001
C: -2.8486 3.0564 0.1791  -0.001
C: 2.9575 1.4224 3.6286  0.021
C: -0.2518 -3.6418 4.1025  0.006
C: 4.5791 -0.1717 5.4804  0.000
C: -0.3882 -3.9219 5.5913  0.000
C: -2.7730 -1.0583 -6.3824  0.000
C: -1.4405 2.1784 5.7911  0.000
C: -0.5062 -2.9595 1.5011  0.040
C: -2.0989 1.0898 -1.4479  0.003
C: -1.5256 -3.0512 -5.9674  0.000
C: -0.2229 3.0775 5.5612  0.000
C: 2.2918 3.6076 2.6085  -0.002
C: 3.0047 -0.0032 3.5295  0.003
C: -2.1649 -3.6197 -7.0605  0.000
C: 0.7890 -3.3095 6.3605  0.000
C: 0.0021 -1.5379 -3.9225  0.001
C: -1.2559 -1.1495 -4.3881  0.000
C: -0.2870 -4.6565 3.1197  0.011
C: -3.1204 1.9802 -1.7795  -0.002
C: -1.8952 1.5327 4.4915  0.000
C: -3.2553 1.4655 4.1007  0.018
C: -1.8389 -1.7411 -5.6088  0.000
C: 4.1596 -0.7813 4.1373  0.001
C: -0.5773 -5.3526 0.7086  0.007
C: 5.3221 -0.6616 3.1330  0.000
C: -1.4787 0.1577 -2.3855  0.000
C: -2.6259 -0.1396 2.4555  0.070
C: -0.4329 -4.3343 1.7918  0.008
C: 3.8152 -2.2597 4.3395  0.000
B: -0.1903 -0.5884 2.0636  0.152
H: -1.9594 -4.6403 -7.3611  0.000
H: 0.5810 -3.3442 7.4301  0.000
H: -1.3579 2.2759 1.4932  0.000
H: -0.3158 -6.3439 1.0706  0.000
H: -1.6099 -5.3673 0.3526  0.000
H: -0.8248 -3.6414 -5.3922  0.000
H: 0.5547 2.5285 5.0374  0.000
H: -5.6002 1.4559 2.8403  0.000
H: 0.6363 -2.1763 -4.5199  0.000
H: 4.5664 -2.8981 -0.0452  0.000
H: 5.0826 0.7879 5.3575  0.000
H: -2.9744 0.0609 -3.9068  0.000
H: 1.7034 -3.8746 6.1764  0.000
H: -5.5619 -0.2634 3.2249  0.001
H: -2.5559 -3.6580 5.5207  0.000
H: 0.0528 -5.1006 -0.1447  0.003
H: -3.6231 1.9083 -2.7371  0.000
H: -2.1754 3.4268 7.3704  0.000
H: 3.2459 -2.6556 3.4996  0.000
H: -4.1017 -1.2201 -8.0759  0.000
H: 1.3786 4.0162 2.1789  0.000
H: -0.2406 -5.6954 3.4138  0.000
H: 5.2813 -0.8428 5.9744  0.000
H: 3.5574 1.9522 4.3552  0.001
H: -1.6461 -2.1689 5.8569  0.000
H: 2.4638 4.0447 3.5910  0.000
H: 3.1194 3.9040 1.9609  -0.001
H: 5.0753 -1.1628 2.1944  0.000
H: -1.3270 -5.8840 5.4046  0.000
H: 0.4426 -5.9405 5.5843  0.000
H: -1.8337 -3.4017 7.1155  0.000
H: 6.2119 -1.1342 3.5496  0.000
H: -0.5788 -5.5568 6.9638  0.000
H: -0.4942 3.9607 4.9785  0.000
H: 0.9372 -2.2703 6.0674  0.000
H: 2.6313 -2.5450 -3.6416  0.000
H: -3.4105 2.3598 6.7170  0.000
H: 3.2256 -2.3847 5.2448  0.000
H: -0.8121 1.3821 7.7074  0.000
H: 2.7913 -1.5633 1.0715  0.000
H: -3.0298 -0.0269 -6.1758  0.000
H: 0.1683 3.4103 6.5232  0.000
H: -3.9920 2.0761 4.6050  0.002
H: 5.5608 0.3819 2.9188  0.000
H: 3.7203 -0.0383 6.1419  0.000
H: -5.1472 0.2657 1.5997  0.005
H: -3.1138 3.8882 0.8198  0.000
H: -1.8386 0.2716 6.7927  0.000
H: -2.8938 3.8008 5.8070  0.000
H: 4.7318 -2.8404 4.4440  0.000
H: -0.1482 0.5085 6.3097  0.000

This record from the Open Molecules 2025 dataset describes a cluster of 2 separate species, C6H13NOS in total at a distorted geometry. The level of theory is the ωB97M-V functional and the def2-TZVPD basis.

Output
E_HOMO (spin up / spin down): -8.70 / -8.63 eV
largest force on an atom: 0.0754 hartree/bohr
total charge: 0
M: 147.24 g mol⁻¹
energy above the lowest of the compared OMol25 structures with the same formula, charge and spin: 7.846 eV

Each line ends with the Mulliken charge.
Atoms and positions in Å:
S: 0.3885 0.9458 0.2738  0.553
O: 0.0292 1.3669 1.6284  -0.670
N: -1.7877 -2.3109 -0.5332  -0.685
C: 3.0686 1.8440 -0.0983  -0.464
C: -1.6294 -0.9425 -0.0639  0.171
C: -0.0948 -0.7923 0.0225  -0.815
C: 2.6578 0.9751 -1.2949  -0.594
C: -2.3497 -0.5894 1.1626  -1.002
C: 2.1039 0.7209 0.0900  0.057
H: -1.8119 0.2634 1.5528  0.323
H: 2.4958 2.8082 -0.1989  0.162
H: -1.9403 -0.2047 -0.8708  0.352
H: 0.5271 -1.0132 -0.8710  0.409
H: -3.5356 -0.3519 1.1190  0.262
H: -2.6933 -2.4553 -0.8952  0.259
H: 3.4275 0.3465 -1.7514  0.250
H: -2.1380 -1.4890 1.8129  0.257
H: 2.0377 1.4436 -2.0394  0.227
H: 3.9809 1.9039 0.5740  0.245
H: -1.2428 1.7026 -0.8065  0.034
H: 0.3083 -1.3230 0.8799  0.372
H: -1.8018 -2.8487 0.3075  0.297

This record from the Open Molecules 2025 dataset describes an isolated molecule of C28H37N3O5S at a distorted geometry. The level of theory is the ωB97M-V functional and the def2-TZVPD basis.

Output
E_HOMO: -7.60 eV
largest force on an atom: 0.0209 hartree/bohr
total charge: 0
SMILES string: CCCCOc1ccc(NC(=O)[C@@H]2CCCN2C(=O)C2CCN(S(=O)(=O)c3ccc(C)cc3)CC2)cc1
M: 527.69 g mol⁻¹
energy above the lowest of the compared OMol25 structures with the same formula, charge and spin: 1.627 eV

Each line ends with the Mulliken charge.
Atoms and positions in Å:
S: -0.7022 4.5898 2.2845  1.506
O: -1.9240 3.9034 1.9427  -0.660
O: -0.0433 -1.3516 0.8888  -0.843
O: -0.1733 5.5099 1.3224  -0.778
O: 2.5528 -4.4610 -5.5808  -0.481
O: -2.6004 -1.6186 -2.7611  -0.694
N: -0.6873 -2.2247 -1.6612  0.035
N: -1.5971 0.0036 0.0409  0.229
N: 0.5434 3.5300 2.6895  0.233
C: -2.4008 -1.1397 -0.3936  -0.135
C: -2.2485 5.9558 5.7594  -0.743
C: 3.6415 -6.4539 -4.6529  -0.502
C: 0.1165 2.4165 3.5092  -1.156
C: 2.2241 -3.7971 -3.2422  -0.309
C: -2.2263 1.2531 -0.3642  -0.432
C: -3.8082 -0.5663 -0.4848  -1.003
C: -0.4828 -0.2078 0.7545  0.131
C: 0.6291 2.1468 0.6657  -0.266
C: -2.1110 5.3049 4.5466  -0.173
C: 1.3724 3.1303 1.5696  -1.370
C: 0.2243 0.9236 1.4905  0.283
C: 2.6963 -8.7812 -4.9058  -1.281
C: 1.3783 -3.2260 -2.3092  -1.113
C: 0.1245 6.1699 4.3434  -0.504
C: -1.9191 -1.6841 -1.7594  0.328
C: 0.5353 -3.4930 -4.9170  -0.680
C: 1.8099 -3.9383 -4.5628  0.766
C: 2.9069 -7.4276 -5.5714  -0.302
C: -1.2059 6.7192 6.2779  1.019
C: -0.6155 1.3379 2.7078  -0.442
C: -0.9234 5.4182 3.8498  -0.275
C: 0.1079 -2.7860 -2.6650  0.332
C: -3.5506 0.8398 -1.0177  -0.603
C: -1.3669 7.4102 7.5962  -1.419
C: 3.7918 -5.0751 -5.3011  -0.806
C: -0.0200 6.8186 5.5570  -0.855
C: -0.3079 -2.9243 -3.9874  -0.375
H: 4.4199 -4.4218 -4.6819  0.352
H: 3.2023 -4.1204 -2.9226  0.322
H: -1.3840 6.6772 8.4023  0.306
H: 2.1771 -9.4601 -5.5779  0.375
H: 1.1472 0.4614 1.8665  0.402
H: -2.9093 4.7152 4.1237  0.501
H: -2.3061 7.9586 7.6277  0.365
H: -1.5746 1.7414 2.3887  0.062
H: -2.3978 1.9082 0.4928  0.095
H: 2.2896 2.6872 1.9703  0.458
H: 3.4812 -7.5577 -6.4916  0.276
H: 2.1019 -8.6736 -4.0010  0.322
H: 4.6371 -6.8374 -4.4201  0.446
H: 1.7076 -3.1186 -1.2854  0.412
H: 1.2653 1.8461 -0.1685  0.469
H: -0.5489 8.1018 7.7779  0.348
H: 3.0858 -6.3575 -3.7180  0.339
H: -4.2694 -0.5364 0.5026  0.392
H: -3.4389 0.7925 -2.1002  0.303
H: -4.3520 1.5345 -0.7774  0.432
H: -4.4269 -1.1521 -1.1605  0.395
H: -0.2568 -2.1851 -0.7343  0.105
H: 0.2247 -3.6032 -5.9439  0.416
H: -0.2406 2.6733 0.2794  0.150
H: -2.3039 -1.9404 0.3475  0.436
H: -0.5354 2.8199 4.2876  0.433
H: -0.7951 0.4694 3.3445  0.536
H: 1.0098 1.9977 3.9846  0.409
H: 4.2683 -5.1794 -6.2805  0.419
H: 1.9409 -6.9964 -5.8405  0.264
H: 0.7938 7.4109 5.9484  0.314
H: -1.2887 -2.5864 -4.2765  0.522
H: 1.6193 4.0412 1.0235  0.535
H: -1.5931 1.7764 -1.0851  0.275
H: 1.0316 6.2406 3.7655  0.435
H: -3.1737 5.8757 6.3108  0.398
H: 3.6515 -9.2277 -4.6369  0.317

This record from the Open Molecules 2025 dataset describes a cluster of 2 separate species, C2H2N2O2S in total at a distorted geometry. The level of theory is the ωB97M-V functional and the def2-TZVPD basis.

Output
E_HOMO (spin up / spin down): -10.99 / -11.05 eV
largest force on an atom: 0.0742 hartree/bohr
total charge: 0
M: 118.12 g mol⁻¹
energy above the lowest of the compared OMol25 structures with the same formula, charge and spin: 5.362 eV

Each line ends with the Mulliken charge.
Atoms and positions in Å:
S: -0.7019 0.8866 -0.2478  0.888
O: -2.1317 0.4666 -0.3954  -0.471
O: -0.4439 2.2658 0.0949  -0.409
N: 1.4932 -0.6573 -2.8679  -0.354
N: 0.9901 -0.7590 1.1567  -0.372
C: -0.1598 -0.3476 1.1092  0.012
C: 0.7988 0.0632 -2.3066  0.017
H: -1.0848 -0.5470 1.5743  0.403
H: 1.2401 -1.3712 1.8826  0.286

This record from the Open Molecules 2025 dataset describes an isolated molecule of C2HNO2S at a distorted geometry. The level of theory is the ωB97M-V functional and the def2-TZVPD basis.

Output
E_HOMO: -11.23 eV
largest force on an atom: 0.0835 hartree/bohr
total charge: 0
SMILES string: N#CSOC=O
M: 103.10 g mol⁻¹
energy above the lowest of the compared OMol25 structures with the same formula, charge and spin: 2.678 eV

Each line ends with the Mulliken charge.
Atoms and positions in Å:
S: -0.0344 1.0731 1.2336  0.124
O: -0.4784 -0.7261 0.9138  -0.303
O: -1.4414 -1.9830 -0.5998  -0.444
N: 2.1896 1.3830 -0.5436  -0.305
C: -0.9111 -0.9439 -0.3006  0.418
C: 1.2857 1.2231 0.1759  0.358
H: -0.6101 -0.0261 -0.8793  0.152